# 1
Below is C19H18ClNO3S in the gas phase at a distorted geometry, with properties calculated with ωB97M-V/def2-TZVPD.

```
43
Properties=species:S:1:pos:R:3:forces:R:3:mulliken_charge:R:1
O 1.20596 2.09613 1.87016 0.2 0.3 0.1 -0.73
C 0.81987 1.15161 1.20552 -0.2 -0.1 0.1 0.48
C 0.89718 1.09500 -0.26642 0.3 0.4 -0.4 -0.79
C 1.43794 2.11106 -0.94938 -0.2 -0.3 0.6 0.00
C 1.60890 2.22638 -2.38281 0.1 0.2 -0.6 0.97
C 2.18765 3.38980 -2.89359 -0.1 -0.3 0.3 -0.77
C 2.39290 3.58739 -4.25338 0.0 -0.2 -0.5 -0.86
C 1.99930 2.57632 -5.09741 -0.2 -0.3 0.4 0.82
C 1.41844 1.40463 -4.60283 0.2 0.4 0.0 1.00
C 1.21289 1.20406 -3.26487 0.0 0.0 -0.3 -1.27
O 1.12440 0.57076 -5.65030 -0.1 0.0 0.5 -0.49
C 1.53742 1.25045 -6.81524 -0.1 -0.5 -1.2 -0.23
O 2.08215 2.50343 -6.45900 0.1 0.4 0.3 -0.47
N 0.24879 0.05338 1.76968 -0.1 -0.2 0.0 0.10
C 0.18614 -0.13643 3.19384 0.0 0.2 0.2 -0.75
C 1.15015 -1.22331 3.66349 -0.3 -0.3 -0.3 -0.68
S 0.94145 -2.80592 2.78299 0.1 -0.2 0.3 -0.14
C -0.62069 -3.43323 3.50806 0.6 0.2 -0.2 -1.15
C -1.83051 -2.73581 2.97418 -0.2 0.0 0.1 0.45
C -2.03542 -2.64594 1.60130 -0.1 0.0 0.1 -0.27
C -3.13493 -1.98453 1.08976 -0.1 0.0 0.0 -0.72
C -4.04738 -1.40925 1.96113 0.2 -0.1 0.1 0.35
Cl -5.42451 -0.57718 1.33044 -0.2 0.1 -0.1 -0.22
C -3.86655 -1.49527 3.33195 -0.1 0.1 -0.1 -0.62
C -2.75795 -2.15549 3.83110 0.1 -0.2 -0.2 -0.29
H 0.50936 0.20820 -0.74442 0.0 -0.1 -0.2 0.18
H 1.79206 2.94917 -0.36094 0.0 0.0 0.1 0.39
H 2.48670 4.16567 -2.20556 0.0 0.1 0.1 0.37
H 2.84025 4.48946 -4.63534 0.1 0.1 0.0 0.43
H 0.76533 0.29143 -2.91238 -0.1 -0.2 0.1 0.39
H 0.67304 1.40119 -7.48165 0.2 0.0 0.2 0.24
H 2.30019 0.65379 -7.34085 -0.1 0.2 0.2 0.24
H 0.03064 -0.75093 1.20155 0.0 0.1 -0.1 0.16
H 0.46841 0.81686 3.65018 -0.1 -0.1 0.0 0.44
H -0.83947 -0.38555 3.48449 0.2 0.1 0.0 0.17
H 1.04053 -1.41148 4.73126 0.1 0.1 0.1 0.40
H 2.17871 -0.93190 3.45151 0.0 0.0 0.1 0.41
H -0.54496 -3.34624 4.59169 -0.1 -0.1 0.0 0.36
H -0.63002 -4.48923 3.23369 0.0 0.0 0.1 0.40
H -1.31769 -3.09884 0.93228 0.1 0.0 -0.1 0.52
H -3.28829 -1.91445 0.02447 0.0 0.0 -0.1 0.43
H -4.58326 -1.04646 4.00126 -0.1 0.1 0.0 0.41
H -2.61510 -2.21873 4.90038 0.0 0.0 0.1 0.34
```
Positions in Å, forces in eV/Å.

strongest force on any atom: 0.0252 hartree/bohr
relative energy (zero: lowest compared OMol25 entry of this formula, charge and spin): 0.0 kJ/mol
structure (SMILES): O=C(/C=C/c1ccc2c(c1)OCO2)NCCSCc1ccc(Cl)cc1
energy: -1873.67498 Eh
frontier orbital gap: 8.33 eV
2S+1: 1
LUMO: 0.315 eV
total charge: 0

=====

# 2
Below is C6H10N2O in the gas phase at a distorted geometry, with properties calculated with ωB97M-V/def2-TZVPD.

```
19
Properties=species:S:1:pos:R:3:forces:R:3:mulliken_charge:R:1
C 0.67476 -2.15775 -0.81141 1.0 3.4 3.7 -1.43
C -0.43191 -1.10152 -0.68780 -0.2 -1.0 -0.1 0.84
C -1.63945 -1.30793 -1.41111 1.4 2.6 1.5 -0.59
N -2.47247 -0.33058 -1.12848 -3.0 -2.2 -2.5 -0.57
O -1.95224 0.42832 -0.17427 -0.3 0.9 0.0 -0.11
C -0.75372 0.00958 0.04944 4.8 1.0 2.4 0.34
N 0.03082 0.85177 0.97300 -0.5 -2.4 -1.4 -0.02
C 1.47427 0.74062 0.76674 -0.8 -2.0 -0.9 -1.00
C -0.40273 2.20244 1.08906 -2.0 0.2 0.0 -1.03
H 1.00864 -2.38419 0.23862 -0.5 -0.3 -0.7 0.34
H 0.24442 -3.02532 -1.18477 -0.1 -1.5 -1.3 0.44
H 1.60701 -1.69734 -1.16189 -0.4 -0.7 -1.0 0.34
H -1.62802 -2.02519 -2.18774 -1.2 -0.5 -0.7 0.43
H 1.87075 1.27209 -0.09285 -0.3 -0.2 -0.8 0.38
H 2.04977 1.13959 1.53532 0.5 0.8 2.0 0.39
H 1.71971 -0.34605 0.75567 0.0 0.9 -0.3 0.25
H -1.42330 2.29250 1.60219 1.4 0.0 -1.2 0.24
H 0.29980 2.68995 1.67582 1.2 0.8 1.7 0.41
H -0.27609 2.74900 0.15446 -0.9 0.1 -0.5 0.37
```
Positions in Å, forces in eV/Å.

strongest force on any atom: 0.1062 hartree/bohr
relative energy (zero: lowest compared OMol25 entry of this formula, charge and spin): 313.6 kJ/mol
structure (SMILES): Cc1cnoc1N(C)C
energy: -419.26706 Eh
frontier orbital gap: 9.01 eV
2S+1: 1
LUMO: 0.845 eV
total charge: 0

=====

# 3
Below is C3H4F2O in the gas phase at a distorted geometry, with properties calculated with ωB97M-V/def2-TZVPD.

```
10
Properties=species:S:1:pos:R:3:forces:R:3:mulliken_charge:R:1
O -0.62207 -1.17590 -1.08442 1.3 0.8 1.6 -0.53
C -0.09405 -0.48850 -0.21602 -2.3 -0.1 -1.8 0.48
C -0.25818 1.06710 -0.26430 0.3 -1.3 0.2 -0.25
F -0.83572 1.47541 -1.45028 0.4 -0.3 0.7 -0.27
C 0.59863 -1.09586 0.98687 -0.2 0.4 0.5 -0.16
F 1.09240 -0.01577 1.77902 -0.3 -1.2 -0.5 -0.29
H -0.86933 1.36445 0.60182 0.1 0.0 -0.3 0.26
H 0.74571 1.46193 -0.13504 0.0 0.5 -0.2 0.27
H -0.11336 -1.73363 1.59088 0.8 0.9 -0.6 0.24
H 1.42507 -1.71875 0.61966 0.0 0.2 0.3 0.25
```
Positions in Å, forces in eV/Å.

strongest force on any atom: 0.0565 hartree/bohr
relative energy (zero: lowest compared OMol25 entry of this formula, charge and spin): 53.6 kJ/mol
structure (SMILES): O=C(CF)CF
energy: -391.65236 Eh
frontier orbital gap: 11.05 eV
2S+1: 1
LUMO: 0.689 eV
total charge: 0

=====

# 4
Below is C15H41BCl2F4O15Tl as an isolated structure at a distorted geometry, with properties calculated with ωB97M-V/def2-TZVPD.

```
79
Properties=species:S:1:pos:R:3:forces:R:3:mulliken_charge:R:1
Tl -3.19720 1.49944 2.20839 0.2 -0.5 -0.3 0.87
O 1.65709 1.60369 2.31339 -1.7 0.7 1.7 -0.59
C 0.82293 2.02463 3.27423 1.5 -1.0 -0.3 0.78
O 1.21334 2.53329 4.33082 -0.2 0.4 -0.1 -0.42
O -0.39624 1.77623 3.18194 -0.5 0.6 0.2 -0.22
H 1.01862 1.11075 1.73700 1.0 0.0 -0.5 0.37
B 0.12140 -0.43960 0.42982 -0.9 -0.5 0.0 0.51
F -0.96203 0.35705 0.79535 -0.2 0.1 -0.1 -0.10
F -0.10094 -1.11932 -0.75717 0.3 0.2 0.2 0.00
F 1.22275 0.48103 0.30172 0.1 -0.5 -0.8 -0.49
F 0.41686 -1.31331 1.48402 0.1 0.0 -0.1 -0.64
C 2.25866 -3.52544 -0.70560 -0.1 0.3 0.3 -0.46
C 2.90120 -3.29422 0.66459 -0.4 -0.7 -0.7 -0.12
O 4.31364 -3.29115 0.58033 0.0 0.5 0.1 -0.53
O 2.45594 -2.38769 -1.54385 0.4 0.2 -0.2 -0.31
H 1.18639 -3.73355 -0.63573 0.0 0.1 0.3 0.14
H 2.69066 -4.39373 -1.20533 0.2 0.1 -0.1 0.54
H 2.54515 -4.07261 1.34690 0.0 0.0 0.1 0.34
H 2.56028 -2.32589 1.03055 0.2 0.0 0.2 -0.07
H 4.60160 -4.05716 0.07491 0.0 -0.1 0.0 0.34
H 2.04170 -1.63518 -1.10234 -0.3 -0.2 -0.2 0.06
C -4.15666 -1.92901 3.76186 0.2 0.8 1.5 -0.61
C -2.65441 -2.14051 3.54412 -0.2 -0.3 -0.8 -0.54
O -1.99516 -0.99467 2.99728 -0.4 -0.4 0.5 -0.18
O -4.66203 -0.76347 3.10035 -0.1 -0.5 -0.3 -0.41
H -4.28064 -1.75371 4.83763 -0.1 0.0 0.0 0.37
H -4.74599 -2.82576 3.56911 0.2 0.0 -0.5 0.37
H -2.51588 -2.96669 2.84009 0.1 -0.1 0.1 0.38
H -2.22061 -2.41663 4.50621 0.1 0.0 0.0 0.37
H -1.12914 -1.33691 2.73633 0.1 0.5 -0.2 0.03
H -5.60097 -0.92644 2.96759 0.0 0.2 0.0 0.25
C 3.14191 4.44750 1.04577 -0.6 0.2 -0.1 -0.50
C 1.80818 4.98627 0.51277 0.8 0.2 0.2 -0.48
O 0.72399 4.35837 1.20596 1.5 1.1 0.9 -0.36
O 3.28689 3.09163 0.72515 0.2 0.0 -0.1 -0.43
H 3.16636 4.57871 2.13528 -0.1 0.1 0.1 0.26
H 3.97107 5.03356 0.65085 0.0 -0.2 -0.2 0.46
H 1.65404 4.74914 -0.53760 0.3 0.0 -0.1 0.18
H 1.81441 6.06976 0.65339 -0.4 0.0 0.0 0.41
H 0.47751 4.88234 1.97582 0.1 0.1 0.1 0.28
H 2.58506 2.62422 1.20235 0.2 -0.1 0.0 0.32
C -3.59881 -1.98099 0.00711 -0.1 -1.2 -0.4 0.26
C -4.20979 -2.59643 -1.24463 -0.2 0.5 0.1 -0.73
O -5.62098 -2.79246 -1.12120 0.5 0.0 0.0 -0.52
O -4.00642 -0.65811 0.25775 0.4 0.7 -0.2 -0.10
H -2.52363 -2.02873 -0.18002 0.1 0.5 0.4 -0.12
H -3.83445 -2.62566 0.86186 0.0 0.0 0.0 0.02
H -3.73628 -3.55547 -1.44793 -0.2 -0.1 0.1 0.40
H -3.98222 -1.94819 -2.10003 -0.1 0.0 0.0 0.33
H -6.00176 -1.92398 -0.96386 -0.3 -0.1 -0.2 0.31
H -4.95522 -0.54530 0.15928 -0.1 -0.3 0.1 0.16
C 4.24823 1.17862 -1.41466 -0.1 1.7 0.5 0.21
C 5.17970 -0.08547 -1.40954 0.8 -1.4 0.7 -0.55
O 4.89546 -0.96514 -2.41447 0.0 0.3 0.2 -0.42
O 2.93605 0.85943 -1.65880 0.3 -0.1 -0.3 -0.35
H 4.66674 1.88849 -2.13779 -0.4 -0.5 -0.7 0.38
H 4.35188 1.71610 -0.46288 0.1 -0.6 0.1 0.14
H 5.04014 -0.54061 -0.41155 -0.5 -0.1 -0.1 0.23
H 6.23992 0.16558 -1.42644 -0.1 0.5 -0.5 0.43
H 4.03713 -1.38545 -2.20432 -0.1 -0.4 -0.2 0.39
H 2.48044 0.68188 -0.82017 -0.1 0.2 0.0 0.24
C -2.77572 3.12640 -1.22933 0.0 -0.1 -1.0 -0.88
C -1.35902 3.08404 -0.75113 0.5 0.4 1.2 0.13
O -1.28846 3.33462 0.65468 -2.6 -1.3 -0.5 -0.52
O -3.48635 1.97720 -0.79960 0.0 0.1 0.7 -0.31
H -2.74027 3.09585 -2.32310 0.1 0.3 0.0 0.40
H -3.24680 4.06723 -0.92740 -0.1 -0.1 0.1 0.33
H -0.78653 3.89208 -1.21957 0.0 -0.1 -0.4 0.34
H -0.88901 2.11521 -0.94214 0.0 0.0 -0.3 -0.08
H -0.40165 3.62652 0.90502 0.4 0.0 -0.4 0.45
H -4.14134 1.73104 -1.45564 0.0 0.0 0.0 0.25
Cl 1.99760 -1.31211 -5.10212 0.0 0.1 0.1 -0.18
C 0.41744 -1.20457 -4.31116 -0.8 0.0 0.3 0.07
C -0.15220 -2.57107 -3.97965 0.6 0.1 -0.2 0.16
Cl -0.57465 -3.45492 -5.47025 -0.2 0.0 0.1 -0.19
H -0.27779 -0.66629 -4.95381 0.2 0.0 -0.2 0.48
H 0.48163 -0.63539 -3.38273 0.4 0.0 0.0 -0.32
H -1.03000 -2.47048 -3.34570 -0.1 0.0 -0.1 -0.02
H 0.60725 -3.15847 -3.46832 -0.1 0.0 0.1 0.00
```
Positions in Å, forces in eV/Å.

strongest force on any atom: 0.0577 hartree/bohr
energy: -3241.60878 Eh
frontier orbital gap: 2.10 eV
2S+1: 1
LUMO: -9.678 eV
total charge: +1

=====

2S+1 of number 2 (C6H10N2O)? 1

=====

Number 3 is which compound? C3H4F2O